1.
C27H50P2Pm | wB97M-V/def2-TZVPD

For the frontier orbital gap (alpha / beta), the calculation gives 0.2680 / 0.2749 Ha. For the highest occupied orbital energy (alpha / beta), the calculation gives -0.3555 / -0.3566 Eh. The LUMO energy (alpha / beta) is -2.382 / -2.223 eV. The total energy is -2349.49443 a.u.

Geometry as ORCA input:
```
! wB97M-V def2-TZVPD RIJCOSX def2/J DEFGRID3
* xyz 1 5
Pm -1.19267 -0.64132 1.38915
C -1.09994 0.52846 3.61330
C -1.92029 1.40676 2.83547
C -3.00609 -0.65354 2.94018
C -1.75824 -0.75399 3.70039
C -3.07669 0.68401 2.40329
C 0.21338 0.87456 4.25103
H 0.72740 1.72404 3.75927
H 0.92911 0.02340 4.29416
H -0.00237 1.17404 5.29426
C -1.19706 -2.02447 4.25966
H -0.13182 -1.93324 4.54408
H -1.28802 -2.92279 3.60435
H -1.78271 -2.22191 5.17392
C -3.90262 -1.80824 2.60869
H -4.60070 -1.88499 3.45819
H -3.38300 -2.78801 2.51521
H -4.50038 -1.66847 1.68500
C -4.19419 1.22352 1.55721
H -4.99618 1.55002 2.24666
H -4.64086 0.47177 0.86788
H -3.89626 2.10221 0.95124
C -1.63264 2.85822 2.55209
H -2.16126 3.45034 3.32386
H -1.99771 3.20901 1.56221
H -0.55429 3.11390 2.62196
C 4.26159 1.13189 -3.11005
C 4.27552 2.21587 -2.35808
C 4.02129 3.65720 -2.73139
C 3.25467 3.90389 -4.05745
C 1.88992 3.24950 -4.07246
C 1.56454 2.00997 -4.39174
C 2.43727 0.87506 -4.87150
C 3.95731 1.00071 -4.58657
H 4.97034 4.21901 -2.76862
H 3.87346 3.60009 -4.90967
H 3.44456 4.11011 -1.91005
H 4.38337 1.82011 -5.17759
H 4.50625 0.16938 -2.63163
H 4.56580 2.10109 -1.30228
H 4.42333 0.07297 -4.95123
H 2.06975 -0.04387 -4.38907
H 0.49722 1.74277 -4.37334
H 2.29986 0.71467 -5.95480
H 3.11368 4.99200 -4.14154
H 1.08049 3.93215 -3.76631
P 1.17338 0.07025 0.47308
C 2.33463 -1.21268 0.90596
C 1.82203 1.70636 0.67937
P -1.37760 0.27598 -1.08265
C 0.42505 -0.15420 -1.20714
C -1.65984 1.98807 -1.44444
C -2.42620 -0.83220 -2.00355
H 1.83732 -2.18601 0.98529
H 2.76042 -0.91827 1.86950
H 3.03598 -1.14414 0.07693
H 2.50693 1.76179 -0.16300
H 2.31845 1.70813 1.65104
H 1.03173 2.46049 0.64880
H -2.04014 -0.68554 -3.00915
H -3.44800 -0.46807 -1.86708
H -2.33208 -1.85806 -1.63877
H 0.51476 -1.22557 -1.49243
H 0.92310 0.49791 -1.93566
H -2.74390 2.11034 -1.44271
H -1.20950 2.05621 -2.43133
H -1.19206 2.63930 -0.70254
C -1.70045 -4.96695 1.93914
C -0.68885 -4.08029 1.22031
C -0.03213 -4.89866 0.12502
C -1.29496 -2.86283 0.58178
H -2.46984 -5.29356 1.22765
H -2.20978 -4.51691 2.79302
H -1.19429 -5.86769 2.30830
H 0.09769 -3.75730 1.91324
H -0.78232 -5.21824 -0.61131
H 0.74286 -4.34176 -0.41384
H 0.43570 -5.79853 0.53485
H -0.68354 -2.53322 -0.27291
H -2.31866 -3.02201 0.22788
*
```

---

2.
C24H24CaN6O7 | wB97M-V/def2-TZVPD

For the frontier orbital gap, the calculation gives 0.2341 Ha. For the highest occupied orbital energy, the calculation gives -0.0609 Eh. The LUMO energy is 4.714 eV. The total energy is -2462.05307 a.u.

Geometry as ORCA input:
```
! wB97M-V def2-TZVPD RIJCOSX def2/J DEFGRID3
* xyz -2 1
Ca -0.22059 -0.05314 0.68642
O -3.68499 -1.59254 2.62052
C -2.66849 -1.02814 2.19072
O -1.82929 -1.46974 1.38152
C -2.38739 0.38846 2.71122
C -3.29489 1.14576 3.44562
C -2.90469 2.40476 3.87412
C -1.62549 2.85286 3.58142
C -0.79529 2.03246 2.82162
N -1.18729 0.84196 2.41442
C 0.62431 2.41156 2.36702
O 1.17081 3.35316 2.95282
O 1.05881 1.72806 1.41782
H -4.27339 0.73596 3.65632
H -3.59539 3.02276 4.44152
H -1.27489 3.82276 3.90702
C -1.13729 0.07396 -4.35118
O -0.74419 -0.77924 -3.29698
C 0.01161 -0.31734 -2.26818
O 0.23561 -1.08714 -1.36128
N 0.64391 0.87486 -2.45608
N 1.61451 1.29566 -1.51148
H -1.70439 -0.55584 -5.03928
H -0.27009 0.50376 -4.85998
H -1.79269 0.86586 -3.96128
H 0.05861 1.66346 -2.73428
H 1.18131 1.51416 -0.60698
H 2.22381 0.49586 -1.30058
O 1.28781 -1.17814 1.35372
C 2.13111 -2.03504 1.71902
C 2.21471 -2.49124 3.07202
C 3.10271 -3.45284 3.47932
C 3.98871 -4.03624 2.57452
C 3.94191 -3.63804 1.25182
C 3.05731 -2.66174 0.81382
C 3.04701 -2.34044 -0.60478
N 3.21021 -1.18384 -1.20308
C 3.18861 -1.43224 -2.54058
C 3.01471 -2.76204 -2.77198
N 2.94311 -3.34004 -1.53178
H 1.52811 -2.03094 3.77242
H 3.12051 -3.77274 4.51892
H 4.70891 -4.77744 2.90012
H 4.63261 -4.08844 0.54142
H 3.30521 -0.62824 -3.24418
H 2.93811 -3.33164 -3.67798
H 2.72491 -4.29914 -1.32128
C -0.52259 3.69746 -0.41188
C -1.40759 2.70796 -1.10518
C -2.21569 2.99696 -2.19148
C -2.98039 1.84056 -2.42898
C -2.59139 0.91716 -1.46918
C -3.19109 -0.43964 -1.27798
N -1.61889 1.43216 -0.67268
H -0.80579 4.70316 -0.73098
H 0.53821 3.55676 -0.62558
H -0.65019 3.62886 0.66752
H -2.26459 3.93276 -2.72898
H -3.75799 1.71706 -3.17038
H -4.01979 -0.57414 -1.98088
H -3.57219 -0.54804 -0.26218
H -2.45869 -1.23334 -1.43518
*
```